{
  "formula": "C15H12Cl5N5O3PdS2",
  "method": "ωB97M-V/def2-TZVPD",
  "elements": ["Pd", "N", "C", "N", "C", "C", "S", "C", "C", "S", "C", "N", "N", "H", "H", "H", "H", "H", "H", "N", "C", "C", "C", "O", "O", "H", "H", "H", "H", "H", "H", "Cl", "C", "C", "Cl", "C", "Cl", "C", "O", "C", "Cl", "C", "Cl"],
  "positions_angstrom": [[-0.6799, -0.5948, -0.3389], [-0.9480, 1.5452, 2.4963], [-0.5429, 0.2712, 2.6622], [-0.2203, -0.5561, 1.6863], [0.1187, -1.8120, 2.1955], [0.0585, -1.9245, 3.5323], [-0.4319, -0.4249, 4.2328], [0.4502, -2.7980, 1.1844], [0.8572, -4.0696, 1.3130], [1.0052, -4.8030, -0.2430], [0.4925, -3.3408, -0.9973], [0.2792, -2.3578, -0.1283], [0.3472, -3.2291, -2.3217], [-0.8556, 1.9866, 1.6020], [-1.1784, 2.1120, 3.2928], [0.2738, -2.7827, 4.1454], [1.0876, -4.6171, 2.2106], [0.4986, -4.0369, -2.9014], [-0.3165, -2.5234, -2.6314], [-2.1913, 0.9773, -0.7278], [-3.6418, 0.5789, -0.7019], [-3.8752, -0.6090, -1.6535], [-2.7143, -1.5002, -1.3096], [-2.7475, -2.0684, -0.2277], [-1.5897, -1.3416, -2.0277], [-2.0781, 1.8058, -0.1556], [-1.9714, 1.2484, -1.6839], [-4.2524, 1.4303, -1.0020], [-3.8945, 0.2990, 0.3180], [-3.8538, -0.2732, -2.6900], [-4.8182, -1.1052, -1.4442], [5.8763, 3.7566, -1.3450], [4.3425, 3.2739, -0.9712], [3.9310, 1.9495, -1.3504], [5.0067, 0.9504, -2.2044], [2.6816, 1.5175, -1.0231], [2.1192, 0.0061, -1.4401], [1.7519, 2.4181, -0.2416], [0.6663, 2.0590, 0.1186], [2.2449, 3.8073, 0.0837], [1.1781, 4.7876, 0.9181], [3.4858, 4.2120, -0.2855], [4.0484, 5.7754, 0.0551]],
  "mulliken_charge": [0.688, -0.279, 0.318, 0.029, -0.137, -0.225, -0.166, -0.415, -0.360, -0.141, 0.208, 0.473, -0.351, 0.094, 0.228, 0.459, 0.458, 0.228, 0.269, -0.250, -0.685, -0.618, 0.854, -0.542, -0.805, 0.221, 0.254, 0.392, 0.365, 0.337, 0.323, 0.017, 1.045, -0.350, -0.090, 0.729, -0.052, -0.420, -0.269, 0.588, -0.061, -0.278, -0.081],
  "lumo_energy_ha": -0.3735,
  "homo_ev": -13.124,
  "gap_ev": 2.960,
  "total_charge": 2,
  "multiplicity": 1
}

---

{
  "formula": "C15H12Co2O8",
  "method": "ωB97M-V/def2-TZVPD",
  "elements": ["C", "C", "C", "C", "O", "C", "C", "O", "H", "H", "H", "H", "H", "H", "H", "H", "H", "O", "C", "Co", "C", "O", "C", "O", "C", "C", "C", "Co", "C", "O", "C", "O", "C", "O", "H", "H", "H"],
  "positions_angstrom": [[3.2286, -0.0422, 1.0726], [2.4630, 0.0396, 2.3358], [1.9597, 1.3792, 2.6541], [1.2927, 1.6704, 3.9633], [2.0765, 2.3056, 1.8306], [2.2469, -1.1100, 3.1947], [2.6933, -2.5021, 2.7905], [1.6949, -1.0563, 4.3137], [3.5850, -1.0442, 0.8310], [2.6260, 0.3209, 0.2294], [4.1126, 0.6133, 1.1151], [1.1501, 0.7644, 4.5480], [1.9022, 2.3814, 4.5301], [0.3368, 2.1661, 3.7732], [3.1645, -2.5655, 1.8175], [3.3857, -2.8871, 3.5467], [1.8223, -3.1663, 2.8016], [0.1191, 2.5805, -4.7455], [-0.8168, 2.1882, -4.1799], [-2.1166, 1.4346, -3.2527], [-2.5990, 2.5149, -1.9560], [-2.9090, 3.1400, -1.0287], [-3.6187, 1.4272, -4.1874], [-4.6197, 1.3100, -4.7691], [-1.8907, -0.5223, -2.9888], [-0.9855, 0.0381, -2.0393], [0.3454, 0.2192, -1.8749], [-2.5736, -1.1661, -1.4033], [-2.8076, -0.4997, 0.2054], [-2.8972, 0.0173, 1.2302], [-1.7787, -2.7362, -1.2616], [-1.1403, -3.6995, -1.2231], [-4.2571, -1.3646, -1.9680], [-5.3272, -1.4056, -2.3972], [-1.5734, -1.1645, -3.8324], [0.7802, 0.5936, -0.9255], [0.9255, -0.1723, -2.7501]],
  "mulliken_charge": [-1.127, 0.411, 0.704, -1.044, -0.661, 0.877, -1.106, -0.690, 0.309, -0.029, 0.293, 0.340, 0.265, 0.283, 0.303, 0.261, 0.287, -0.297, 0.151, 0.279, 0.149, -0.269, 0.264, -0.301, 0.698, -0.740, -0.545, 0.234, 0.127, -0.240, 0.117, -0.273, 0.337, -0.271, 0.435, 0.146, 0.321],
  "lumo_energy_ha": -0.1584,
  "homo_ev": -6.458,
  "gap_ev": 2.149,
  "multiplicity": 1
}

---

{
  "formula": "C15H12F2KN5Se2Te2",
  "method": "ωB97M-V/def2-TZVPD",
  "elements": ["K", "N", "C", "N", "C", "N", "N", "C", "C", "C", "C", "C", "C", "N", "C", "C", "C", "C", "C", "C", "H", "H", "H", "H", "H", "H", "H", "H", "H", "H", "H", "Se", "Te", "Te", "Se", "F", "C", "F", "H"],
  "positions_angstrom": [[0.2450, -0.4939, 0.3295], [-1.7318, 3.7989, 1.2025], [-1.0115, 2.7520, 0.8536], [-1.4797, 1.5894, 0.4837], [-2.8343, 1.3565, 0.5011], [-3.3694, 0.1729, 0.1850], [-2.4581, -0.7266, -0.2219], [-2.9132, -1.9482, -0.3435], [-2.0667, -3.0347, -0.7500], [-2.6241, -4.3303, -0.8701], [-1.8449, -5.3898, -1.2525], [-0.4912, -5.1875, -1.5244], [-0.0196, -3.8943, -1.3788], [-0.7464, -2.8446, -1.0147], [-3.6978, 2.4433, 0.9362], [-5.0911, 2.3400, 1.0372], [-5.8509, 3.4044, 1.4683], [-5.2295, 4.6147, 1.8157], [-3.8627, 4.7501, 1.7256], [-3.0916, 3.6677, 1.2837], [-1.0597, 4.6369, 1.5695], [0.0558, 2.9280, 0.8810], [-3.9607, -2.1617, -0.1350], [-3.6764, -4.4661, -0.6504], [-2.2784, -6.3807, -1.3394], [0.1653, -5.9925, -1.8213], [1.0303, -3.6848, -1.5696], [-5.5407, 1.3924, 0.7691], [-6.9270, 3.3084, 1.5451], [-5.8252, 5.4507, 2.1628], [-3.3611, 5.6705, 1.9969], [2.1555, -1.1923, 2.8686], [1.6948, 1.2426, 3.1392], [3.1442, 2.3972, 1.1528], [0.7200, 5.3326, 2.1823], [5.3431, 0.8299, 0.1097], [4.0412, 0.5780, 0.5090], [3.4360, 0.0410, -0.6148], [4.0392, -0.1984, 1.2746]],
  "mulliken_charge": [0.942, 0.316, -0.206, -0.204, 0.015, -0.712, 0.010, -0.641, 0.978, -0.828, -0.179, -0.660, -0.116, -0.228, 0.624, -0.211, -0.695, -0.236, -0.610, -0.230, -0.039, 0.152, 0.286, 0.285, 0.389, 0.348, 0.382, 0.424, 0.367, 0.376, 0.476, -0.920, 0.008, -0.028, -1.423, -0.273, 0.264, -0.236, 0.033],
  "lumo_energy_ha": 0.1318,
  "homo_ev": 0.558,
  "gap_ev": 3.028,
  "total_charge": -2,
  "multiplicity": 1
}

---

Q: Number 2 is which compound?
A: C15H12Co2O8